Molecular formula: C25H42Cl2O2P2Pd
Method: DFT, ωB97M-V/def2-TZVPD

ORCA input file:
```
! RIJCOSX wB97M-V def2-TZVPD def2/J DEFGRID3
* xyz 2 5
Pd -1.4467 3.3649 1.1262
C 3.3280 -0.8340 1.4749
C 2.3670 -1.0353 2.4971
C 2.3749 -2.8945 1.1279
C 3.2751 -1.9485 0.5814
C 1.8446 -2.3453 2.3282
C 4.2302 0.3254 1.3579
H 3.8679 1.1861 1.9316
H 4.3776 0.6394 0.3166
H 5.2241 0.0686 1.7637
C 4.0223 -2.1163 -0.6825
H 4.4011 -1.1608 -1.0664
H 3.3866 -2.5838 -1.4549
H 4.8915 -2.7757 -0.5229
C 2.0678 -4.2139 0.5451
H 2.9229 -4.8960 0.6736
H 1.8566 -4.1411 -0.5370
H 1.2029 -4.6714 1.0397
C 0.9038 -3.0465 3.2201
H 1.4166 -3.8268 3.8045
H 0.1129 -3.5479 2.6450
H 0.4344 -2.3640 3.9352
C 1.9464 -0.0235 3.5033
H 2.5803 -0.0453 4.3987
H 0.8946 -0.1699 3.8083
H 1.9908 0.9969 3.0757
C -1.9098 3.5285 -0.8795
C -2.1862 4.7038 -0.0858
C -3.5461 4.8423 0.5636
C -4.1320 3.4620 1.0105
C -3.0905 2.3474 1.2990
C -3.0321 1.1418 0.3551
C -3.4675 1.4264 -1.0956
C -3.0676 2.8267 -1.5836
H -4.2372 5.3574 -0.1105
H -4.8836 3.1141 0.2878
H -3.4046 5.4690 1.4557
H -3.9505 3.4742 -1.5718
H -0.9747 3.4825 -1.4451
H -1.5208 5.5650 -0.1962
H -2.7840 2.7086 -2.6396
H -3.0950 0.6346 -1.7805
H -3.7762 0.4455 0.7716
H -4.5660 1.2949 -1.1617
H -4.6512 3.6493 1.9564
H -3.2056 2.0157 2.3548
P 1.5336 0.2187 -1.0156
C 1.7119 0.5672 -2.8150
C 1.6292 1.9821 -0.4547
P -1.6727 -0.2633 0.2206
C -0.3892 0.0765 -1.0684
C -1.1188 -0.4447 1.9133
C -2.5197 -1.7639 -0.3475
H 1.5860 -0.3714 -3.3648
H 2.7146 0.9639 -2.9961
H 0.9400 1.2681 -3.1464
H 1.1632 2.1282 0.5381
H 1.0896 2.6169 -1.1728
H 2.6814 2.2957 -0.4026
H -3.4108 -1.5097 -0.9315
H -2.8226 -2.3745 0.5085
H -1.8293 -2.3404 -0.9825
H -0.4182 -0.8285 -1.7191
H -0.7264 0.9269 -1.6947
H -0.1452 -0.9566 1.9055
H -1.8138 -1.0427 2.5256
H -1.0117 0.5422 2.4040
Cl -1.3563 -2.2936 -4.0278
C 0.2494 -2.9916 -4.2970
Cl 1.2883 -1.9400 -5.3020
C 1.0052 -3.2424 -2.9121
O 1.8056 -4.1916 -3.0093
O 0.6996 -2.5018 -1.9426
H 0.1437 -3.9600 -4.8085
*
```

Frontier orbital gap (alpha / beta) ... 6.5310 / 3.9412 eV
LUMO energy (alpha / beta) ... -4.599 / -9.669 eV
Energy relative to the best compared isomer or geometry (same formula, charge and spin) ... 41.6 kJ/mol
Electronic energy ... -77782.3612 eV

Results of the Löwdin charge analysis, in e, for atoms 1 through 8: number 1, Pd, carries 0.79; number 2, C, carries -0.17; number 3, C, carries -0.14; number 4, C, carries -0.13; number 5, C, carries -0.17; number 6, C, carries -0.16; number 7, C, carries -0.01; number 8, H, carries 0.09


Molecular formula: C25H42ClF5N3O3
Method: DFT, ωB97M-V/def2-TZVPD

ORCA input file:
```
! RIJCOSX wB97M-V def2-TZVPD def2/J DEFGRID3
* xyz -1 1
C -3.0339 -0.2206 -0.1983
C -3.0960 0.0557 -1.6969
C -3.0278 -1.2225 -2.5033
Cl -4.6334 -2.1117 -2.3220
N -2.7477 -1.1014 -3.9144
O -3.2400 0.1380 -4.4121
C -1.3240 -1.1897 -4.2775
C -0.4255 -0.3410 -3.3286
O -0.1646 -0.8504 -2.2226
O -0.2149 0.8192 -3.7513
C -0.9062 -2.6435 -4.5223
F -1.5086 -3.0423 -5.7003
F 0.4469 -2.6688 -4.7708
C -1.2270 -3.6673 -3.4607
C -2.2987 -4.5302 -3.5957
C -2.6092 -5.4216 -2.5758
C -1.8567 -5.4448 -1.4178
C -0.7691 -4.5813 -1.3012
C 0.0172 -4.5556 -0.0316
F 0.4205 -5.7955 0.3637
F -0.7097 -4.0491 0.9971
F 1.1275 -3.7977 -0.1294
C -0.4381 -3.7159 -2.3164
H -3.8271 -0.8934 0.1235
H -3.1296 0.7054 0.3688
H -2.0689 -0.6632 0.0537
H -3.9915 0.6162 -1.9501
H -2.2165 0.6489 -1.9489
H -2.2977 -1.8805 -2.0573
H -2.5088 0.7702 -4.2957
H -1.2491 -0.7196 -5.2550
H -2.9270 -4.4944 -4.4714
H -3.4554 -6.0853 -2.6747
H -2.0958 -6.1188 -0.6077
H 0.3835 -3.0295 -2.2074
C 2.3706 4.9899 1.7700
C 2.0080 3.5919 1.2887
N 1.4736 3.5725 -0.0563
C 0.8597 2.2987 -0.4197
C 1.7435 1.0543 -0.4942
C 2.3129 4.1776 -1.0727
C 3.7335 3.6238 -1.2577
H 1.5198 5.6651 1.6661
H 2.6570 4.9559 2.8229
H 3.2118 5.4100 1.2170
H 1.2319 3.1871 1.9449
H 2.8867 2.9367 1.4157
H 0.3601 2.4195 -1.3834
H 0.0619 2.1145 0.3095
H 2.3651 1.0499 -1.3885
H 1.1006 0.1797 -0.5662
H 2.3864 0.9448 0.3849
H 2.3908 5.2481 -0.8585
H 1.7743 4.1100 -2.0202
H 4.2404 3.4800 -0.3016
H 4.3292 4.3288 -1.8430
H 3.7357 2.6735 -1.7875
C 0.8088 -1.8782 2.8096
C 0.4260 -0.4123 2.6840
N -0.1620 0.1460 3.8913
C -0.7925 1.4343 3.6747
C 0.0925 2.6152 3.2527
C 0.6386 0.0161 5.0925
C 2.0521 0.6174 5.0864
H -0.0415 -2.4789 3.1320
H 1.1352 -2.2423 1.8380
H 1.6314 -2.0358 3.5105
H -0.3219 -0.3184 1.8924
H 1.3063 0.1547 2.3405
H -1.3352 1.7010 4.5870
H -1.5561 1.2889 2.9045
H 0.6957 2.9933 4.0782
H -0.5368 3.4372 2.9056
H 0.7596 2.3475 2.4326
H 0.7246 -1.0484 5.3242
H 0.0654 0.4456 5.9192
H 2.5891 0.3726 4.1692
H 2.6277 0.2129 5.9221
H 2.0421 1.7015 5.1929
*
```

Frontier orbital gap ... 8.1624 eV
LUMO energy ... 2.699 eV
Electronic energy ... -63329.8901 eV

Results of the Löwdin charge analysis, in e, for atoms 1 through 8: number 1, C, carries -0.10; number 2, C, carries -0.27; number 3, C, carries -0.63; number 4, Cl, carries 0.57; number 5, N, carries -0.13; number 6, O, carries -0.03; number 7, C, carries -0.13; number 8, C, carries -0.65


Number 1: maximum force 0.084 hartree/bohr. Number 2: maximum force 0.062 hartree/bohr.